# 1
Entry from the OMol25 dataset: a structure of composition C46H54Cl72O5Si2 (ωB97M-V/def2-TZVPD).

- E_LUMO: -0.4 eV
- DFT total energy: -976161.626 eV
- Charge: 0

Element x y z (Å)
C 4.5357 5.4240 1.4431
C 5.4813 4.4877 2.4359
O 4.6621 3.3232 2.8069
C 4.9677 2.1413 1.9847
C 4.3411 0.7309 2.5397
C 2.8829 0.8722 3.2784
C 1.6792 0.3558 2.2925
C 0.5680 1.4925 1.8928
Si 1.2495 3.0000 0.9107
C -0.3157 4.1032 0.4722
C -0.3244 5.5461 1.2567
C -1.8677 6.1593 1.0778
O 0.5519 6.4613 0.4890
O 2.0141 2.6186 -0.6215
Si 1.3204 1.2030 -1.3936
C -0.5958 1.2170 -1.5713
C -1.2044 -0.3314 -1.7427
O -0.1752 -1.3760 -1.6244
C -0.7532 -2.7114 -1.4057
C -0.8451 -3.5890 -2.8230
O 0.3285 -4.4948 -3.0034
C 1.1885 -3.7966 -4.0116
C 2.5559 -2.9582 -3.5710
C 3.5013 -2.1318 -4.6762
C 3.1339 -2.1170 -6.3077
C 4.0495 -1.2547 -7.4109
C 3.9778 -2.1080 -8.8080
C 3.2484 0.2023 -7.5608
C 5.5382 -1.1221 -6.7445
C 6.7393 -0.6992 -7.7728
C 7.3674 -1.9878 -8.6331
C 8.0078 -0.1954 -6.8055
C 6.4059 0.5655 -8.7603
C 1.7857 -2.9785 -6.7304
C 0.8388 -3.8043 -5.6348
H 5.1123 6.4596 1.3454
H 4.3413 4.9307 0.3907
H 3.4976 5.6772 1.9230
H 6.4890 4.1637 1.8917
H 5.6873 5.0850 3.4438
H 4.6840 2.2483 0.8485
H 6.1518 2.0123 2.0132
H 4.3427 -0.0234 1.6157
H 5.1351 0.2725 3.2997
H 2.6508 1.9328 3.7201
H 2.9159 0.1338 4.2156
H 1.0890 -0.4869 2.8969
H 2.1813 -0.1929 1.3892
H -0.3715 1.0828 1.3226
H 0.1537 1.9265 2.9252
H 2.1628 3.7786 1.7544
H -1.3348 3.5136 0.6688
H -0.3042 4.3224 -0.6887
H -0.0055 5.4878 2.3871
H -2.0216 6.4472 -0.0666
H -2.5862 5.2242 1.2532
H -2.0902 7.0546 1.7991
H 0.1318 6.5896 -0.4257
H 1.8598 1.1880 -2.7783
H 1.8686 -0.0031 -0.7591
H -0.9157 1.7810 -2.5708
H -1.1832 1.6836 -0.6737
H -2.0526 -0.4685 -0.9240
H -1.6962 -0.4368 -2.8183
H -0.0641 -3.3021 -0.6313
H -1.8096 -2.6375 -0.8909
H -0.8840 -2.7731 -3.6888
H -1.8702 -4.1828 -2.7459
H 2.7987 -2.9557 -2.4138
H 4.4147 -1.5586 -4.2172
H 2.8981 -1.9105 -9.2673
H 3.9953 -3.2543 -8.5305
H 4.7539 -1.7959 -9.6259
H 3.8261 1.0413 -6.9850
H 3.1720 0.4024 -8.7354
H 2.1478 0.0222 -7.1998
H 5.8097 -2.1752 -6.2849
H 5.5290 -0.3509 -5.8344
H 7.3001 -3.0019 -8.0533
H 6.9186 -2.0412 -9.7289
H 8.5208 -1.7371 -8.7775
H 8.4725 -1.1486 -6.2572
H 8.8635 0.2093 -7.5043
H 7.6680 0.6376 -6.0546
H 5.8928 1.3971 -8.0750
H 7.3519 0.9961 -9.3223
H 5.6012 0.3257 -9.5987
H 1.4458 -3.0268 -7.8531
H -0.1276 -4.3832 -5.9906
C 2.1887 -5.2479 0.6917
Cl 3.6587 -6.2378 0.8749
Cl 1.0897 -6.0267 -0.4747
Cl 1.3725 -5.0989 2.2684
Cl 2.6338 -3.6279 0.0979
C -4.9314 -3.1186 -4.1039
Cl -4.7515 -2.6536 -2.3934
Cl -6.0485 -1.9899 -4.9119
Cl -3.3419 -3.0575 -4.9065
Cl -5.5840 -4.7736 -4.2039
C -4.5448 2.8504 2.2683
Cl -5.4081 4.3851 2.5402
Cl -4.0861 2.7231 0.5513
Cl -3.0785 2.8064 3.2796
Cl -5.6066 1.4868 2.7020
C -6.4628 8.6037 3.4719
Cl -5.1175 9.7323 3.7730
Cl -7.4824 9.2332 2.1532
Cl -5.8103 7.0115 3.0096
Cl -7.4413 8.4377 4.9517
C -7.8802 -1.3068 4.7610
Cl -7.8312 -0.7655 3.0643
Cl -8.3591 0.0551 5.8054
Cl -9.0632 -2.6285 4.9290
Cl -6.2672 -1.8883 5.2457
C -8.3984 -4.0329 -0.2756
Cl -7.3671 -4.6425 -1.5943
Cl -7.9656 -4.8542 1.2452
Cl -8.1535 -2.2775 -0.0930
Cl -10.1078 -4.3572 -0.6600
C 4.7932 -6.3291 -4.4026
Cl 3.9300 -4.7945 -4.1307
Cl 5.2520 -6.4565 -6.1195
Cl 6.2596 -6.3732 -3.3913
Cl 3.7315 -7.6927 -3.9688
C -9.5230 4.9349 4.8082
Cl -9.3431 5.3999 6.5186
Cl -10.6401 6.0636 4.0001
Cl -7.9335 4.9961 4.0055
Cl -10.1756 3.2799 4.7081
C -1.7994 7.0000 5.5342
Cl -0.7362 6.4117 6.8372
Cl -0.8795 8.0854 4.4615
Cl -2.4104 5.6147 4.5950
Cl -3.1716 7.8886 6.2430
C 1.6851 3.7148 -6.3338
Cl 0.8218 5.2495 -6.0619
Cl 2.1438 3.5875 -8.0508
Cl 3.1514 3.6708 -5.3225
Cl 0.6233 2.3512 -5.9001
C -0.1673 -8.9287 1.9904
Cl 0.0127 -8.4637 3.7008
Cl -1.2844 -7.8000 1.1824
Cl 1.4223 -8.8676 1.1877
Cl -0.8198 -10.5837 1.8903
C -3.8978 -8.4526 4.3785
Cl -5.4358 -8.6709 5.2510
Cl -3.6359 -9.8323 3.2819
Cl -3.9613 -6.9448 3.4311
Cl -2.5581 -8.3621 5.5497
C 1.0792 7.4415 10.5024
Cl 0.5947 6.7816 12.0848
Cl 2.3840 8.6333 10.7301
Cl 1.6589 6.1183 9.4594
Cl -0.3207 8.2328 9.7350
C -6.3957 -7.4985 9.2224
Cl -6.2157 -7.0334 10.9328
Cl -7.5127 -6.3697 8.4143
Cl -4.8061 -7.4373 8.4197
Cl -7.0482 -9.1534 9.1223
C -3.1961 -3.3554 8.0913
Cl -1.8508 -2.2268 8.3924
Cl -4.2157 -2.7259 6.7726
Cl -2.5436 -4.9477 7.6291
Cl -4.1746 -3.5214 9.5711
C -10.0307 3.9934 0.4009
Cl -11.5932 3.4787 1.0850
Cl -8.7330 2.9475 1.0310
Cl -10.0882 3.8635 -1.3752
Cl -9.7080 5.6838 0.8627
C 5.6332 9.9645 2.1945
Cl 5.2706 10.8910 3.6725
Cl 6.3205 11.0545 0.9639
Cl 6.8081 8.6794 2.5722
Cl 4.1336 9.2332 1.5691
C 4.7768 -11.5182 0.7209
Cl 3.2389 -11.7365 1.5935
Cl 5.0387 -12.8979 -0.3756
Cl 4.7134 -10.0104 -0.2265
Cl 6.1166 -11.4277 1.8921

# 2
Entry from the OMol25 dataset: a structure of composition C46H55BGeIrN6S3 (ωB97M-V/def2-TZVPD).

- E_LUMO (alpha / beta): -6.8 / -8.6 eV
- DFT total energy: -150059.446 eV
- Charge: +2
- ΔE to the lowest compared entry with this formula, charge and spin: 38.8 kcal per mole
- Multiplicity: 2

Element x y z (Å)
Ir -0.7244 -0.1246 0.3584
C 2.0991 -4.0831 2.2851
C 2.5393 -3.1995 1.1769
C 3.6954 -3.4139 0.4732
C 4.0129 -2.5539 -0.6019
N 3.2404 -1.5431 -0.9051
N 2.1378 -1.2776 -0.2104
B 1.3177 -0.0430 -0.6072
N 1.9387 1.2695 -0.0048
N 3.0026 1.6314 -0.6889
C 3.6811 2.7112 -0.3823
C 3.2826 3.5119 0.7118
C 2.1840 3.1491 1.4489
C 1.6830 3.9330 2.6042
C 1.4870 1.9777 1.0484
S 0.0658 1.5204 1.8663
C 4.8856 3.0122 -1.2440
C 5.5554 4.3300 -0.8571
C 4.4311 3.0702 -2.7095
C 5.8859 1.8653 -1.0434
N 1.0902 0.1553 -2.0772
N 1.7566 -0.5417 -2.9870
C 1.5202 -0.4260 -4.2701
C 0.5623 0.4820 -4.7488
C -0.2102 1.1745 -3.8344
C -1.3076 2.0780 -4.2699
C 0.0524 0.9821 -2.4762
S -0.9665 1.6937 -1.2882
C 2.3637 -1.2735 -5.1946
C 1.7532 -1.4192 -6.5901
C 3.7245 -0.5586 -5.3095
C 2.4758 -2.6717 -4.5744
C 1.7515 -2.0810 0.8207
S 0.3450 -1.7874 1.7479
C 5.2669 -2.8414 -1.3979
C 6.4860 -2.7902 -0.4650
C 5.4433 -1.8216 -2.5137
C 5.1393 -4.2447 -2.0140
H 2.7409 -4.9532 2.3615
H 1.0704 -4.3977 2.1223
H 2.1278 -3.5357 3.2274
H 4.3389 -4.2410 0.7262
H 3.8228 4.4081 0.9656
H 2.3055 4.8011 2.7901
H 1.6623 3.3111 3.4998
H 0.6627 4.2683 2.4159
H 4.8765 5.1718 -0.9741
H 6.4116 4.5013 -1.5042
H 5.9215 4.2988 0.1670
H 3.7306 3.8906 -2.8538
H 3.9476 2.1418 -3.0015
H 5.2865 3.2380 -3.3582
H 6.2105 1.8191 -0.0057
H 6.7619 2.0205 -1.6673
H 5.4273 0.9180 -1.3081
H 0.3929 0.6080 -5.8030
H -1.5478 1.9160 -5.3173
H -0.9985 3.1145 -4.1412
H -2.1972 1.9212 -3.6605
H 1.7626 -0.4839 -7.1418
H 0.7331 -1.7926 -6.5312
H 2.3421 -2.1379 -7.1517
H 3.6298 0.3227 -5.9377
H 4.4581 -1.2174 -5.7622
H 4.0890 -0.2381 -4.3394
H 1.5232 -3.1843 -4.6876
H 2.7030 -2.6020 -3.5169
H 3.2355 -3.2584 -5.0798
H 6.6027 -1.7987 -0.0331
H 7.3782 -3.0163 -1.0423
H 6.4230 -3.5118 0.3439
H 5.3579 -0.8166 -2.1194
H 4.6800 -1.9671 -3.2645
H 6.4167 -1.9347 -2.9812
H 5.1128 -5.0219 -1.2559
H 5.9940 -4.4304 -2.6574
H 4.2365 -4.3184 -2.6160
C -1.1827 -1.5085 -1.0270
Ge -2.9842 -2.2323 -0.9091
C -4.3360 -0.7789 -0.8855
C -4.2938 0.0853 -1.9759
C -5.2706 1.0448 -2.1475
C -6.2928 1.1603 -1.2166
C -6.3089 0.3438 -0.0985
C -5.3299 -0.6217 0.0693
C -3.0836 -3.1795 -2.6870
C -2.1146 -4.1083 -3.0232
C -2.1851 -4.7630 -4.2409
C -3.2263 -4.4923 -5.1111
C -4.1954 -3.5691 -4.7671
C -4.1265 -2.9046 -3.5530
C -3.1835 -3.6375 0.5098
C -4.4365 -3.9363 1.0151
C -4.5723 -4.9120 1.9887
C -3.4607 -5.6081 2.4257
C -2.2119 -5.3326 1.8964
C -2.0713 -4.3501 0.9311
H -0.5979 -1.8170 -1.8837
H -3.4961 -0.0215 -2.7017
H -5.2482 1.6897 -3.0141
H -7.0700 1.8937 -1.3612
H -7.0895 0.4528 0.6396
H -5.3488 -1.2467 0.9498
H -1.3096 -4.3292 -2.3359
H -1.4324 -5.4884 -4.5060
H -3.2823 -5.0033 -6.0577
H -5.0124 -3.3626 -5.4393
H -4.8855 -2.1822 -3.2919
H -5.3115 -3.4182 0.6528
H -5.5492 -5.1285 2.3932
H -3.5681 -6.3798 3.1734
H -1.3473 -5.8872 2.2286
H -1.0988 -4.1296 0.5124